Entry 1:
C5H8N2 | ωB97M-V/def2-TZVPD

Cartesian coordinates (Å):
C (-2.4895, 0.0624, -0.1864)
N (-1.2136, -0.4037, 0.1180)
C (-0.6226, -0.8353, 1.2170)
N (0.7508, -0.6090, 1.2585)
C (1.0461, 0.0669, 0.1982)
C (2.4461, 0.3691, -0.2130)
C (-0.1879, 0.3300, -0.6382)
H (-2.8170, -0.2735, -1.1662)
H (-3.2053, -0.0442, 0.6082)
H (-0.8594, 1.2206, -0.5921)
H (-1.1766, -1.2319, 2.0530)
H (3.1111, 0.2727, 0.6492)
H (2.7773, -0.3423, -0.9798)
H (2.5291, 1.3748, -0.6361)
H (-0.0887, 0.0434, -1.6903)

Results
* charge: 0
* frontier orbital gap (spin up / spin down): 6.591 / 7.190 eV
* ΔE to the lowest compared entry with this formula, charge and spin: 3.6163 eV
* E_tot: -8291.380 eV

***

Entry 2:
C2H2F3I | ωB97M-V/def2-TZVPD

Cartesian coordinates (Å):
C (1.1460, 0.1795, 0.0382)
C (-0.9095, -0.3715, 0.0599)
F (1.2178, 0.8916, -1.0823)
F (-1.2369, -0.9864, -1.1020)
F (-1.1136, -1.2037, 1.0594)
I (-2.1166, 1.4044, 0.2473)
H (1.6257, -0.7857, -0.0920)
H (1.3871, 0.8718, 0.8716)

Results
* charge: 0
* frontier orbital gap: 9.698 eV
* ΔE to the lowest compared entry with this formula, charge and spin: 2.0965 eV
* E_tot: -18357.129 eV

***

Entry 3:
C4H23N2O8 | ωB97M-V/def2-TZVPD

Cartesian coordinates (Å):
N (-0.6778, -1.1958, 1.1550)
C (-1.6484, -1.9048, 0.2046)
C (-1.1635, -1.7806, -1.2804)
N (-0.3992, -0.5250, -1.3811)
C (-1.2155, 0.5813, -1.8564)
C (-0.5500, 1.8050, -1.2329)
O (-0.2695, 2.7588, -2.1303)
O (-0.3623, 1.9305, -0.0468)
H (0.0129, -1.9678, 1.2851)
H (-0.3298, -0.3595, 0.6607)
H (-1.1607, -0.9367, 2.0260)
H (-2.6205, -1.4494, 0.4199)
H (-1.4996, -2.9802, 0.3841)
H (-2.0094, -1.9285, -1.9502)
H (-0.5870, -2.6814, -1.4931)
H (0.4834, -0.7536, -1.8123)
H (-1.2447, 0.5941, -2.9695)
H (-2.1871, 0.6301, -1.3278)
H (0.1976, 3.4457, -1.6077)
H (2.6069, 0.2044, -2.4034)
H (3.9835, 0.6798, -1.8703)
O (3.3052, 0.0056, -1.7724)
H (-2.4439, 0.9436, 2.3299)
H (-2.5513, 0.0478, 3.4826)
O (-2.6357, 0.0011, 2.5194)
H (-2.8220, 3.1059, 2.4572)
H (-1.2713, 3.2338, 2.7545)
O (-2.0495, 2.6858, 2.8590)
H (2.9999, 3.4695, -0.5337)
H (1.8659, 4.4880, -0.0605)
O (2.1187, 3.8168, -0.7140)
H (3.3157, -1.3785, -0.2468)
H (4.1380, -1.9919, 0.9899)
O (3.3062, -1.9664, 0.5196)
H (1.2005, -4.3033, 0.9523)
H (1.4550, -2.8470, 0.8245)
O (0.7092, -3.4771, 0.8654)

Results
* charge: +1
* frontier orbital gap: 10.415 eV
* ΔE to the lowest compared entry with this formula, charge and spin: 1.5473 eV
* E_tot: -23876.205 eV

***

Entry 4:
C7H18B2Br2InO2P | ωB97M-V/def2-TZVPD

Cartesian coordinates (Å):
C (1.1535, -2.5048, 2.2353)
C (1.3540, -1.4556, 1.1138)
C (1.4039, -0.0109, 1.6406)
Br (3.2861, 0.5501, 1.8272)
B (0.6754, 1.1108, 0.7163)
Br (1.7477, 2.8409, 0.9874)
C (-0.8782, 1.3955, 1.1108)
B (-1.7846, 0.1462, 1.4752)
O (-1.4374, -0.7131, 2.4520)
O (-3.0037, -0.0673, 0.8295)
P (0.9040, 0.7810, -1.2436)
C (1.4845, 2.2152, -2.2061)
C (-0.6869, 0.3953, -2.1096)
C (-0.9909, -1.1222, -2.0893)
H (1.1990, -2.0340, 3.2124)
H (0.1649, -2.9508, 2.1732)
H (1.8775, -3.3089, 2.1718)
H (0.5485, -1.5830, 0.3883)
H (2.3232, -1.6765, 0.6804)
H (1.0076, 0.0584, 2.6479)
H (-0.8668, 2.1090, 1.9366)
H (-1.3660, 1.9013, 0.2757)
H (-2.0073, -1.4881, 2.4626)
H (-2.9167, -0.1821, -0.1143)
H (2.4982, 2.4928, -1.9342)
H (1.4695, 1.9732, -3.2680)
H (0.8134, 3.0585, -2.0591)
H (-0.5006, 0.6774, -3.1514)
H (-1.5152, 1.0172, -1.7546)
H (-1.3969, -1.4345, -1.1328)
H (-0.0635, -1.6534, -2.2851)
H (-1.6759, -1.4149, -2.8867)
In (-2.8202, 0.8775, -4.1022)

Results
* charge: +2
* frontier orbital gap: 4.075 eV
* E_tot: -167529.493 eV

***

Entry 5:
C29H38N4O4S | ωB97M-V/def2-TZVPD

Cartesian coordinates (Å):
C (-6.7503, -2.9710, 1.4260)
C (-5.9802, -1.7813, 0.9009)
O (-6.2366, -0.6550, 1.2660)
N (-4.9751, -2.0597, 0.0020)
C (-4.2311, -1.0177, -0.5791)
C (-4.8282, 0.2053, -0.8877)
C (-4.0732, 1.2417, -1.4044)
C (-2.7230, 1.0581, -1.6297)
C (-2.1361, -0.1702, -1.4043)
C (-2.8743, -1.2141, -0.8737)
C (-2.2960, -2.5843, -0.6943)
C (-3.3709, -3.5630, -1.1566)
C (-4.5764, -3.4432, -0.2342)
H (-5.4209, -3.9890, -0.6688)
H (-4.3274, -3.9103, 0.7259)
H (-3.0114, -4.5921, -1.1319)
H (-3.6530, -3.3222, -2.1831)
H (-1.3826, -2.6909, -1.2794)
H (-2.0537, -2.7696, 0.3562)
H (-1.0996, -0.3048, -1.6740)
S (-1.7136, 2.4092, -2.2422)
O (-2.5296, 3.2125, -3.1023)
O (-0.4967, 1.8422, -2.7530)
N (-1.2868, 3.3585, -0.9539)
C (-0.2149, 2.9172, -0.1038)
H (0.4349, 2.3020, -0.7263)
C (-0.7199, 2.1593, 1.1373)
C (0.4726, 1.8633, 2.0433)
O (0.7552, 2.6039, 2.9680)
N (1.2028, 0.7529, 1.7858)
C (1.1081, -0.1384, 0.6542)
H (0.2332, 0.0803, 0.0492)
C (2.3725, -0.0225, -0.2053)
N (3.5310, -0.3245, 0.6123)
C (4.7120, -0.6657, -0.0835)
C (5.8041, 0.1933, -0.1429)
C (6.9765, -0.1594, -0.7957)
C (7.0467, -1.4022, -1.4063)
C (5.9720, -2.2702, -1.3409)
C (4.8020, -1.9309, -0.6799)
C (3.6843, -2.9269, -0.5827)
H (3.0285, -2.8685, -1.4525)
H (3.0937, -2.7418, 0.3109)
H (4.0876, -3.9366, -0.5411)
H (6.0481, -3.2451, -1.8018)
H (7.9469, -1.6984, -1.9247)
C (8.1237, 0.8038, -0.8577)
H (9.0484, 0.2902, -1.1089)
H (8.2515, 1.3153, 0.0943)
H (7.9362, 1.5597, -1.6209)
H (5.7442, 1.1665, 0.3212)
C (3.6389, 0.6269, 1.6988)
H (4.5273, 0.3941, 2.2880)
C (2.3922, 0.4926, 2.5750)
H (2.4159, 1.2115, 3.3943)
H (2.3340, -0.5246, 2.9755)
H (3.7028, 1.6690, 1.3435)
H (2.3187, -0.7187, -1.0407)
H (2.4324, 1.0000, -0.6171)
H (1.0313, -1.1651, 1.0344)
H (-1.2252, 1.2374, 0.8353)
C (-1.7228, 3.0524, 1.8746)
C (-2.8631, 3.4529, 0.9427)
C (-2.3063, 4.1452, -0.3031)
H (-3.0809, 4.3305, -1.0475)
H (-1.8584, 5.1047, -0.0192)
H (-3.5430, 4.1331, 1.4568)
H (-3.4277, 2.5632, 0.6564)
H (-2.1148, 2.5218, 2.7440)
H (-1.1989, 3.9385, 2.2367)
H (0.3456, 3.7986, 0.2298)
H (-4.5272, 2.1857, -1.6589)
H (-5.8809, 0.3488, -0.7155)
H (-7.5414, -2.5933, 2.0683)
H (-7.1925, -3.5414, 0.6128)
H (-6.1110, -3.6296, 2.0094)

Results
* charge: 0
* SMILES: CC(=O)N1CCCc2cc(S(=O)(=O)N3CCC[C@H](C(=O)N4CCN(c5cc(C)ccc5C)CC4)C3)ccc21
* frontier orbital gap: 8.555 eV
* ΔE to the lowest compared entry with this formula, charge and spin: 0.1309 eV
* E_tot: -55676.963 eV